Here is 2 unconnected molecules or ions with the total composition C8H15N2O2 in a non-equilibrium geometry from the OMol25 dataset. Energies are from ωB97M-V/def2-TZVPD.

As for the charge: +1. As for the total energy: -15606.279 eV. Its energy relative to the best compared isomer or geometry (same formula, charge and spin) is 0.441 eV. The value obtained for the strongest force on any atom is 1.44 eV/A. Its spin multiplicity is 1. For the frontier orbital gap, the calculation gives 8.14 eV.

XYZ file:
```
27
Properties=species:S:1:pos:R:3:forces:R:3
C 2.867 -0.133 0.087 -0.6 0.7 0.1
C 1.806 0.700 0.208 1.3 0.6 -0.1
C 1.036 -1.473 0.099 -0.2 -1.2 -0.1
C -3.353 -0.443 1.942 0.3 0.0 -0.3
C 3.287 -2.597 -0.060 0.0 -0.4 -0.1
C -0.878 4.107 -2.848 -0.1 0.2 -0.5
C -2.901 -0.103 0.531 -1.0 0.1 0.4
C -0.583 0.321 0.360 0.2 -0.2 -0.3
N 2.477 -1.419 0.026 -0.4 0.1 0.1
N 0.647 -0.074 0.232 -1.2 -0.2 0.2
O -0.765 3.486 -1.832 0.0 -0.4 0.5
O -1.554 -0.556 0.320 1.2 0.0 -0.1
H 3.903 0.144 0.045 0.2 0.0 0.0
H 1.762 1.766 0.248 0.0 0.2 0.0
H 0.597 -1.910 -0.810 0.0 0.1 0.1
H -3.265 -1.510 2.117 0.0 -0.1 0.0
H -2.756 0.089 2.678 0.0 0.1 0.1
H -4.393 -0.157 2.064 -0.1 0.1 0.0
H 4.336 -2.316 -0.021 0.0 0.0 0.0
H 3.073 -3.271 0.773 0.1 0.0 0.0
H 3.100 -3.130 -0.995 0.1 0.0 0.0
H 0.687 -2.056 0.965 0.0 0.1 -0.1
H -0.175 3.995 -3.688 0.1 -0.1 0.0
H -1.695 4.822 -3.018 -0.1 0.1 0.1
H -2.964 0.972 0.342 0.1 -0.1 -0.1
H -3.506 -0.636 -0.206 0.2 0.1 0.0
H -0.790 1.385 0.439 0.0 0.0 0.0
```
Positions in Å, forces in eV/Å.

Here is a single C8H15N2O3P molecule from the OMol25 dataset. Energies are from ωB97M-V/def2-TZVPD.

As for the charge: 0. As for the total energy: -26951.447 eV. Its SMILES is CN(C)C(=O)C[C@@]1([PH2]=O)CCNC1=O. Its energy relative to the best compared isomer or geometry (same formula, charge and spin) is 0.000 eV. The value obtained for the strongest force on any atom is 0.87 eV/A. Its spin multiplicity is 1. For the frontier orbital gap, the calculation gives 10.26 eV.

XYZ file:
```
29
Properties=species:S:1:pos:R:3:forces:R:3
C 2.830 1.720 -0.257 0.2 0.1 0.2
N 2.088 0.477 -0.026 0.3 -0.1 -0.8
C 2.823 -0.606 0.644 -0.2 0.0 0.5
C 1.261 0.092 -1.078 0.0 0.0 0.2
O 1.204 0.685 -2.136 -0.2 0.1 0.2
C 0.315 -1.060 -0.781 0.1 0.0 -0.5
C -0.999 -0.552 -0.154 0.1 -0.5 0.3
P -1.441 -1.630 1.292 0.1 0.3 0.4
O -1.201 -1.013 2.619 0.0 0.0 -0.1
C -1.078 0.910 0.293 -0.2 0.5 -0.4
C -2.587 1.183 0.393 -0.3 -0.4 0.0
N -3.141 0.207 -0.558 0.1 0.3 -0.2
C -2.211 -0.636 -1.092 0.0 0.2 0.2
O -2.330 -1.347 -2.059 -0.1 -0.2 0.0
H 2.851 1.975 -1.315 -0.1 0.0 0.0
H 3.861 1.622 0.092 -0.1 -0.1 0.0
H 2.372 2.541 0.302 0.0 -0.1 -0.1
H 3.186 -1.364 -0.057 0.0 0.1 0.0
H 3.684 -0.180 1.159 -0.1 0.0 -0.1
H 2.209 -1.090 1.410 0.0 0.0 -0.1
H 0.801 -1.818 -0.168 -0.1 0.1 0.1
H 0.072 -1.525 -1.742 0.0 0.0 0.1
H -0.710 -2.813 1.076 -0.1 -0.1 -0.2
H -2.776 -2.018 1.070 0.0 -0.1 -0.1
H -0.723 1.513 -0.552 0.2 -0.1 0.2
H -0.506 1.177 1.180 -0.1 -0.2 0.1
H -2.836 2.202 0.090 0.0 -0.1 0.0
H -3.002 0.999 1.387 0.2 0.1 0.0
H -4.019 0.350 -1.030 0.1 0.0 0.0
```
Positions in Å, forces in eV/Å.

Here is a single C8H15N2PS molecule in a non-equilibrium geometry from the OMol25 dataset. Energies are from ωB97M-V/def2-TZVPD.

As for the charge: 0. As for the total energy: -31639.987 eV. Its SMILES is C#C[C@@H]1CC[P@](=S)(N(C)C)N1C. Its energy relative to the best compared isomer or geometry (same formula, charge and spin) is 0.000 eV. The value obtained for the strongest force on any atom is 4.88 eV/A. Its spin multiplicity is 1. For the frontier orbital gap, the calculation gives 9.14 eV.

XYZ file:
```
27
Properties=species:S:1:pos:R:3:forces:R:3
C -3.913 0.054 0.523 -2.8 -2.6 2.0
C -2.924 0.493 0.056 0.2 1.4 -1.1
C -1.744 1.116 -0.432 1.2 1.9 -0.5
C -1.295 0.552 -1.804 -0.1 0.6 -0.3
C 0.207 0.727 -1.943 0.8 2.0 -1.2
P 1.125 0.726 -0.369 -2.7 0.2 1.6
S 2.292 2.291 -0.198 -0.4 -1.2 0.3
N 1.590 -0.801 0.104 0.7 0.3 -0.7
C 0.605 -1.849 0.005 -2.6 3.7 0.9
C 2.741 -1.193 0.922 -3.4 1.7 1.8
N -0.785 0.722 0.637 4.0 2.3 -1.6
C -0.730 1.833 1.683 -0.5 0.0 -3.5
H -4.614 -0.607 1.067 0.6 1.2 -0.8
H -1.857 2.312 -0.577 0.2 -2.5 0.6
H -1.752 1.069 -2.666 -0.1 0.1 0.7
H -1.624 -0.468 -1.957 0.2 -0.4 0.4
H 0.592 0.029 -2.647 0.5 -0.9 -0.4
H 0.511 1.754 -2.443 -0.8 -1.8 1.3
H -0.422 -1.326 -0.138 1.6 -1.5 0.5
H 0.821 -2.465 -0.753 0.7 -2.3 -3.2
H 0.649 -2.429 0.879 -0.4 -0.6 1.5
H 3.276 -0.313 1.069 1.9 1.1 0.0
H 2.281 -1.371 1.919 0.5 -0.3 -0.2
H 3.216 -2.072 0.645 1.2 -1.3 -1.1
H -0.488 2.866 1.230 -0.5 -1.4 0.5
H -1.755 1.756 1.973 -0.5 0.7 1.4
H 0.022 1.604 2.379 0.6 -0.4 1.3
```
Positions in Å, forces in eV/Å.

Here is 2 unconnected molecules or ions with the total composition C8H15N3 in a non-equilibrium geometry from the OMol25 dataset. Energies are from ωB97M-V/def2-TZVPD.

As for the charge: 0. As for the total energy: -13003.103 eV. Its energy relative to the best compared isomer or geometry (same formula, charge and spin) is 0.000 eV. The value obtained for the strongest force on any atom is 5.02 eV/A. The expectation value of S² is 2.0145. Its spin multiplicity is 3. For the frontier orbital gap (alpha / beta), the calculation gives 6.92 / 9.41 eV.

XYZ file:
```
26
Properties=species:S:1:pos:R:3:forces:R:3
C -0.813 -0.714 1.589 1.0 1.6 -1.7
C 0.916 -2.625 -0.209 -0.2 1.2 0.2
C -1.470 1.753 0.229 -0.6 0.4 -0.3
C 0.529 1.488 -1.454 -0.4 -1.0 4.8
C -1.358 -0.220 -1.335 -2.1 -1.5 -2.2
C 1.178 -1.132 0.259 0.3 1.1 -4.9
C 0.076 -0.126 0.586 0.6 -1.7 2.2
C -0.544 0.729 -0.447 -0.2 1.4 -1.9
N -1.525 -0.999 2.428 -1.1 -1.0 1.4
N 1.744 0.769 2.494 2.0 0.9 1.5
N 0.817 1.238 1.875 -1.3 -0.6 -2.4
H 0.312 -3.223 0.433 -0.3 -0.3 1.2
H 0.424 -2.785 -1.158 0.1 0.6 -0.5
H 1.905 -3.047 -0.272 0.3 -0.3 0.0
H -2.123 1.374 1.051 0.8 0.0 -0.5
H -2.170 2.129 -0.516 0.0 0.1 -0.2
H -0.909 2.620 0.578 0.0 -0.2 0.2
H 0.005 1.830 -2.293 -0.6 0.7 -1.0
H 0.966 2.281 -0.759 -0.1 -0.9 -1.5
H 1.219 0.686 -1.694 0.4 0.6 -0.5
H -2.438 -0.312 -0.957 1.5 0.0 -0.4
H -1.472 0.000 -2.497 0.4 0.4 2.4
H -0.945 -1.256 -1.413 -0.3 0.8 0.5
H 1.632 -0.626 -0.803 -0.3 -1.6 3.4
H 1.877 -1.209 1.054 0.7 0.4 0.5
H 2.168 1.377 3.230 -0.4 -1.1 -0.2
```
Positions in Å, forces in eV/Å.

Here is 2 unconnected molecules or ions with the total composition C8H15N3O in a non-equilibrium geometry from the OMol25 dataset. Energies are from ωB97M-V/def2-TZVPD.

As for the charge: 0. As for the total energy: -15055.127 eV. Its SMILES is [H]/N=C(/CC)NC.C=COCC#N. Its energy relative to the best compared isomer or geometry (same formula, charge and spin) is 1.276 eV. The value obtained for the strongest force on any atom is 1.49 eV/A. Its spin multiplicity is 1. For the frontier orbital gap, the calculation gives 9.19 eV.

XYZ file:
```
27
Properties=species:S:1:pos:R:3:forces:R:3
H 3.282 0.464 -1.204 0.0 -0.2 0.4
N 3.506 -0.091 -0.366 0.2 0.1 -0.6
C 2.790 0.236 0.630 -0.3 -0.1 0.3
C 2.963 -0.518 1.931 0.2 0.1 0.2
C 1.843 -1.530 2.155 -0.1 -0.3 0.1
N 1.770 1.170 0.596 0.0 0.8 -0.4
C 1.291 1.876 1.772 0.4 -0.2 0.6
H 3.014 0.193 2.772 0.0 -0.2 -0.2
H 3.919 -1.052 1.883 -0.2 0.3 -0.1
H 0.859 -1.056 2.213 0.2 -0.1 -0.1
H 1.817 -2.253 1.329 -0.1 0.2 0.2
H 2.002 -2.091 3.084 0.1 0.1 -0.1
H 1.763 1.754 -0.244 0.1 -0.5 0.4
H 2.071 2.482 2.277 -0.3 -0.2 -0.2
H 0.887 1.177 2.511 0.1 0.0 -0.1
H 0.472 2.528 1.501 -0.1 0.2 -0.2
C -3.023 1.670 -2.817 0.1 0.2 0.0
C -2.912 0.423 -2.396 0.1 -0.3 -0.3
O -3.461 0.008 -1.212 -0.1 0.2 0.1
C -3.026 -1.246 -0.756 -0.1 -0.2 0.2
C -1.631 -1.219 -0.261 1.0 0.0 0.3
N -0.538 -1.199 0.120 -1.4 0.0 -0.6
H -3.512 2.424 -2.211 0.0 -0.1 -0.1
H -2.607 1.965 -3.775 -0.1 -0.1 0.2
H -2.413 -0.366 -2.967 -0.1 0.3 0.1
H -3.112 -1.999 -1.546 0.1 0.0 0.1
H -3.695 -1.535 0.067 0.3 0.1 -0.3
```
Positions in Å, forces in eV/Å.

Here is a molecular structure, C8H15N3O in a non-equilibrium geometry from the OMol25 dataset. Energies are from ωB97M-V/def2-TZVPD.

As for the charge: +2. As for the total energy: -15031.511 eV. Its energy relative to the best compared isomer or geometry (same formula, charge and spin) is 6.031 eV. The value obtained for the strongest force on any atom is 7.76 eV/A. Its spin multiplicity is 1. For the frontier orbital gap, the calculation gives 7.93 eV.

XYZ file:
```
27
Properties=species:S:1:pos:R:3:forces:R:3
C 0.174 -0.146 -0.665 -0.7 -1.5 1.9
C -2.123 0.132 0.074 -1.4 3.7 1.3
C -0.375 -1.628 -0.820 4.3 -1.0 -1.3
C 2.363 -0.184 0.613 2.0 1.3 -2.0
C 0.423 -0.865 1.910 1.0 -2.8 0.3
C 0.946 0.321 -1.880 -2.7 -1.9 -1.8
C -0.748 2.176 -0.135 -1.1 0.9 1.0
C 0.949 -0.434 0.666 0.4 2.7 -1.5
N -1.703 -1.892 -0.788 -3.5 -0.7 0.6
N -2.566 -1.139 -0.300 0.7 0.3 0.1
N -1.003 0.717 -0.411 -2.8 -0.2 3.3
O -3.264 1.081 1.152 7.2 -1.6 -2.5
H -0.094 -1.870 -1.878 0.0 -0.5 0.8
H 0.203 -2.411 -0.130 -1.4 1.3 -1.6
H 2.785 0.720 -0.028 -1.4 -1.7 1.0
H 2.838 -0.071 1.572 0.2 -0.6 0.5
H 2.792 -1.053 0.026 -0.1 0.4 0.6
H 1.223 -1.599 2.342 -1.1 0.4 -0.9
H -0.533 -1.378 2.012 -0.2 0.8 0.1
H 0.776 -0.179 2.650 -0.5 1.3 0.9
H 0.145 0.530 -2.705 1.5 -0.1 1.4
H 1.521 -0.520 -2.288 0.1 0.3 0.2
H 1.555 1.143 -1.738 1.1 1.7 0.3
H -0.690 2.699 -1.088 -0.1 -0.1 -0.1
H 0.261 2.340 0.358 -1.4 -0.5 -0.2
H -1.685 2.584 0.461 2.3 -0.8 -1.1
H -4.170 0.925 1.020 -2.4 -1.3 -1.2
```
Positions in Å, forces in eV/Å.